Record 1
The following is a quantum chemistry calculation of 7 unconnected molecules or ions with the total composition C22H46B3Br12NO6S, from the Open Molecules 2025 dataset.

```
91
Properties=species:S:1:pos:R:3:lowdin_charge:R:1
C -2.93447 3.37858 0.10009 -0.107
C -3.00457 2.01019 1.03805 -0.329
C -3.29905 2.57555 2.57311 -0.103
C -1.55683 1.20219 0.95069 -0.266
C -1.25050 0.62392 -0.55492 -0.084
C -1.53034 -0.09636 1.98619 -0.147
O -0.38435 -0.97489 1.74556 0.033
B 0.66969 -0.82869 2.74815 -0.505
O 0.82217 0.25218 3.72673 0.178
B 2.26983 0.52761 3.95026 -0.351
C 2.84352 2.03612 3.53261 -0.075
C 2.39772 2.25136 1.95772 -0.265
C 3.06725 3.56409 1.25651 -0.502
S 1.66389 4.84544 1.10971 0.573
O 3.09859 -0.56127 4.48264 0.192
B 2.37222 -1.80483 4.08084 -0.307
C 2.18912 -3.10033 5.07450 -0.023
O 1.29524 -2.69964 6.20156 -0.135
N 0.10068 -3.31063 6.06053 -0.027
O -0.69884 -2.52549 5.57600 0.061
O 1.73828 -1.87744 2.73229 0.173
H -2.10582 4.11659 0.49084 0.090
H -3.97872 3.89590 0.15595 0.084
H -2.73531 3.12785 -1.01786 0.037
H -3.87851 1.30714 0.67040 0.134
H -3.83573 3.61141 2.43971 0.077
H -2.31510 2.76197 3.17088 0.088
H -3.98950 1.80685 3.10648 0.079
H -0.74092 1.99415 1.19472 0.111
H -1.63296 -0.47765 -0.58444 0.096
H -0.08047 0.70936 -0.69672 0.075
H -1.72482 1.25038 -1.41191 -0.008
H -1.69330 0.22221 3.09190 0.134
H -2.49161 -0.72261 1.68824 0.150
H 3.98516 2.15328 3.71871 0.117
H 2.19670 2.78766 4.18059 0.133
H 1.24351 2.38904 1.96542 0.066
H 2.68135 1.24860 1.39504 0.140
H 3.99174 3.98984 1.82064 0.094
H 3.30130 3.26089 0.13735 0.026
H 0.50356 4.10426 0.73813 -0.147
H 1.65256 -3.97309 4.51135 0.125
H 3.24888 -3.42573 5.43189 0.143
Br 3.30182 0.15006 -3.82425 0.587
C 1.59013 1.00319 -4.20932 -0.688
C 1.67570 2.50286 -4.04643 -0.716
Br 1.65408 3.02957 -2.16824 0.647
H 0.84604 0.53531 -3.56104 0.048
H 1.37391 0.74375 -5.24992 0.039
H 0.79750 2.98634 -4.48310 -0.027
H 2.57889 2.93275 -4.48595 0.054
Br -6.43493 2.37183 -4.69565 0.600
C -5.68349 1.08682 -3.43525 -0.690
C -4.53477 1.68818 -2.66012 -0.692
Br -2.91834 1.77522 -3.74721 0.641
H -5.40304 0.20204 -4.01071 0.054
H -6.50902 0.83203 -2.76413 0.060
H -4.27159 1.05371 -1.80917 0.048
H -4.73523 2.70155 -2.30431 0.049
Br 2.24627 -5.03538 -1.04421 0.596
C 1.53389 -6.33507 0.22304 -0.692
C 1.60373 -5.81265 1.63794 -0.692
Br 3.42166 -5.91784 2.33626 0.608
H 2.09032 -7.26313 0.07554 0.052
H 0.49417 -6.48754 -0.08116 0.059
H 1.00425 -6.43545 2.30775 0.061
H 1.28413 -4.77190 1.73240 0.045
Br -6.31138 -3.58049 5.36767 0.592
C -4.89852 -4.13154 6.59439 -0.696
C -3.58983 -4.33244 5.86711 -0.717
Br -3.58064 -6.01570 4.88257 0.594
H -5.25276 -5.02854 7.10678 0.052
H -4.81572 -3.31421 7.31683 0.059
H -2.76354 -4.41435 6.57851 0.048
H -3.36751 -3.54062 5.14798 0.043
Br 6.58307 -0.67690 -4.14737 0.578
C 7.07835 -2.54819 -4.39020 -0.686
C 5.94612 -3.33938 -5.00220 -0.690
Br 4.56735 -3.73997 -3.68385 0.581
H 7.39508 -2.92476 -3.41526 0.053
H 7.93988 -2.52673 -5.06412 0.057
H 6.30084 -4.31497 -5.34582 0.057
H 5.45596 -2.82281 -5.83085 0.055
Br 0.55305 5.63334 -5.60212 0.653
C -0.20952 5.38976 -7.38083 -0.683
C -1.25756 4.30183 -7.38245 -0.679
Br -0.43861 2.53270 -7.34059 0.624
H 0.62230 5.19242 -8.06038 0.053
H -0.65723 6.35580 -7.63211 0.059
H -1.83520 4.32618 -8.31055 0.060
H -1.94131 4.35736 -6.53204 0.052
```

As for the LUMO energy: -0.03010 Ha. As for the SMILES: CC(C)[C@H](C)COB1OB(CCCS)OB(CON=O)O1.BrCCBr.BrCCBr.BrCCBr.BrCCBr.BrCCBr.BrCCBr. Its total charge is 0. For the HOMO-LUMO gap, the calculation gives 8.039 eV.


Record 2
The following is a quantum chemistry calculation of a molecular structure, H2InO, from the Open Molecules 2025 dataset.

```
4
Properties=species:S:1:pos:R:3:lowdin_charge:R:1
In -3.52877 -1.59594 2.07112 1.999
O 0.82013 0.37757 -0.73385 0.614
H 1.66448 -0.03968 -0.90473 0.195
H 1.04415 1.25806 -0.43255 0.192
```

As for the LUMO energy: -0.89200 Ha. Its total charge is +3. For the HOMO-LUMO gap, the calculation gives 2.628 eV.


Record 3
The following is a quantum chemistry calculation of C3H10NP in the gas phase, from the Open Molecules 2025 dataset.

```
15
Properties=species:S:1:pos:R:3:lowdin_charge:R:1
C -1.55157 -0.71916 -0.53720 -0.100
C -0.07996 -0.82593 -0.56410 -0.361
N 0.45470 0.40335 0.01748 -0.515
C 0.33822 0.41027 1.48824 -0.185
P 2.02357 1.05676 -0.49934 0.814
H -1.98378 0.09684 -1.19588 0.109
H -1.94701 -1.56180 -0.93795 0.023
H -1.83121 -0.74326 0.57126 0.097
H 0.27156 -1.60579 0.01687 0.072
H 0.46680 -1.10176 -1.50036 0.115
H 0.40600 -0.58744 1.81636 0.047
H 0.91180 1.21802 1.99875 0.067
H -0.78865 0.78951 1.71479 0.111
H 1.60201 2.30434 -0.58945 -0.159
H 1.70752 0.86605 -1.79947 -0.134
```

As for the LUMO energy: 0.03983 Ha. As for the SMILES: CCN(C)P. Its total charge is 0. For the HOMO-LUMO gap, the calculation gives 8.998 eV.


Record 4
The following is a quantum chemistry calculation of a molecular structure, C4H4Br2, from the Open Molecules 2025 dataset.

```
10
Properties=species:S:1:pos:R:3:lowdin_charge:R:1
C 0.25059 0.18291 1.15539 -0.143
C -0.09593 1.19432 0.36941 -0.132
C 0.15178 -0.89163 0.11669 -0.932
C -0.19421 0.25364 -0.81567 -0.725
Br 1.71079 -1.77994 -0.16881 0.772
Br -2.09835 0.11071 -1.28832 0.634
H 0.40058 0.07324 2.31628 0.152
H -0.19829 2.24217 0.52974 0.100
H -0.60453 -1.61816 -0.01825 0.035
H 0.67758 0.23274 -2.19646 0.239
```

As for the LUMO energy: 0.01189 Ha. Its total charge is 0. For the HOMO-LUMO gap, the calculation gives 10.269 eV.


Record 5
The following is a quantum chemistry calculation of C4H5N3 in the gas phase, from the Open Molecules 2025 dataset.

```
12
Properties=species:S:1:pos:R:3:lowdin_charge:R:1
N -2.69263 -0.53906 0.49373 0.155
C -1.71885 0.04490 0.27327 -0.173
C -0.43684 0.69427 -0.08752 -0.299
C 0.64764 0.45416 0.99027 -0.173
N 1.23584 -0.84140 0.63611 0.052
C 0.92704 -1.02887 -0.58357 -0.224
N 0.17206 -0.02746 -1.20367 0.035
H -0.60391 1.75074 -0.31064 0.142
H 1.42045 1.22907 0.90303 0.118
H 0.25525 0.46328 2.00883 0.115
H 1.23534 -1.89675 -1.16026 0.124
H -0.44137 -0.30288 -1.95958 0.128
```

As for the LUMO energy: 0.02846 Ha. As for the SMILES: N#C[C@H]1CN=CN1. Its total charge is 0. For the HOMO-LUMO gap, the calculation gives 10.535 eV.


Record 6
The following is a quantum chemistry calculation of a gas-phase ion, C18H15F2 (charge +1), from the Open Molecules 2025 dataset.

```
35
Properties=species:S:1:pos:R:3:lowdin_charge:R:1
F 2.26782 -3.94519 0.33650 0.052
C 2.37094 -2.59823 0.59791 -0.219
C 3.17014 -2.19956 1.66055 0.003
C 3.13646 -0.84970 2.01939 -0.044
C 2.27223 0.03797 1.34486 -0.046
C 1.36566 -0.43976 0.40996 -0.197
C 0.15025 0.40525 0.07309 -0.222
C 0.04227 0.66416 -1.44566 -0.173
C -0.27102 1.95652 -1.85215 -0.055
C -0.92148 2.17673 -3.07747 -0.053
C -1.18204 1.10711 -3.93523 -0.001
C -0.63687 -0.12495 -3.58992 -0.219
F -1.01591 -1.22730 -4.32589 0.050
C 0.05421 -0.34423 -2.40352 0.051
C 1.47008 -1.74839 -0.02590 0.033
H 3.72795 -2.93905 2.23901 0.131
H 3.72982 -0.50006 2.88594 0.124
H 2.25192 1.08372 1.66647 0.122
H 0.26127 1.40159 0.57275 0.158
H -0.14044 2.79754 -1.17152 0.119
H -1.30843 3.17584 -3.32740 0.121
H -1.83843 1.19379 -4.79967 0.129
H 0.42174 -1.34223 -2.20352 0.107
H 0.74448 -2.17559 -0.68957 0.109
C -1.05622 -0.27154 2.28176 -0.057
C -2.04965 0.71023 2.83189 0.120
C -2.72020 1.36588 1.79697 0.006
C -2.27000 0.89102 0.56180 0.163
C -1.10447 -0.09729 0.67359 -0.203
H -0.03067 -0.06575 2.64426 0.138
H -1.30212 -1.30776 2.59051 0.158
H -2.16121 0.89991 3.90847 0.149
H -3.50170 2.11984 1.93855 0.135
H -2.58906 1.25907 -0.39992 0.138
H -1.33731 -1.06958 0.21311 0.176
```

As for the LUMO energy: -0.23887 Ha. Its total charge is +1. For the HOMO-LUMO gap, the calculation gives 5.661 eV.